No. 1
{
  "formula": "C25H35ClF12N4O7PS2",
  "method": "ωB97M-V/def2-TZVPD",
  "homo_ev": -10.6,
  "e_lumo_ev": -3.633,
  "gap_ev": 6.99,
  "total_charge": 1,
  "multiplicity": 1,
  "symbols": ["N", "C", "C", "C", "S", "O", "O", "C", "F", "F", "C", "F", "F", "C", "F", "F", "C", "F", "F", "F", "N", "C", "O", "C", "Cl", "C", "O", "C", "F", "F", "F", "C", "C", "C", "C", "N", "C", "C", "P", "O", "O", "S", "H", "H", "H", "H", "H", "H", "H", "H", "H", "H", "H", "H", "H", "H", "H", "C", "C", "N", "C", "C", "C", "C", "C", "O", "C", "H", "H", "H", "H", "H", "H", "H", "H", "H", "H", "H", "H", "H", "H", "H", "H", "H", "H", "H", "H"],
  "positions_angstrom": [[-2.84720, 5.54792, -0.82243], [-1.67781, 4.56607, -1.05324], [-1.49964, 3.70064, 0.30937], [-0.33791, 2.55981, 0.38483], [1.23449, 3.49451, 0.33687], [2.57640, 2.68771, 0.54278], [1.45748, 3.91186, -1.18685], [1.49700, 5.10579, 1.16270], [2.88177, 5.55134, 0.72218], [0.62354, 6.18574, 0.55774], [1.48225, 5.32614, 2.74402], [1.58916, 6.83875, 2.89173], [0.23393, 5.04553, 3.48488], [2.71148, 4.77833, 3.65556], [3.49004, 3.64252, 3.15637], [3.70498, 5.90204, 3.84926], [2.27499, 4.36379, 5.21742], [3.59379, 4.04815, 5.88546], [1.70352, 5.48990, 5.98670], [1.48753, 3.11106, 5.29242], [-0.43149, 1.79089, -0.95243], [-1.82410, 1.21056, -0.99557], [-2.65703, 1.23771, -2.03112], [-1.88938, 0.54924, 0.50381], [-1.85784, -1.25889, 0.04157], [-3.41155, 0.70571, 1.03349], [-3.86689, -0.53555, 1.74684], [-5.17475, -0.97851, 1.24624], [-6.24527, 0.07320, 1.32028], [-5.12749, -1.61996, -0.11022], [-5.64195, -2.06984, 2.18191], [-0.59506, 1.20151, 1.34364], [-1.26470, 1.34227, 2.82574], [-1.52010, 0.02189, 3.82691], [-2.17592, 0.29117, 5.29546], [-2.62793, 1.56520, 5.93674], [-2.49025, 2.77812, 5.07878], [-1.84003, 2.68136, 3.57679], [0.95586, 0.04622, 1.54898], [1.91084, -0.18659, 0.12472], [0.62108, -1.59895, 2.00498], [1.98562, 0.73805, 3.10346], [-2.69159, 6.41175, -1.40464], [-3.71502, 5.09405, -1.18099], [-2.04372, 3.88762, -1.96371], [-0.77414, 5.23794, -1.36710], [-1.21301, 4.52173, 1.13011], [-2.58235, 3.32911, 0.64721], [-0.39933, 2.30116, -1.83720], [-4.10663, 0.71160, 0.05825], [-3.69513, 1.69178, 1.59016], [-1.29076, -1.08180, 3.54348], [-2.32834, -0.67216, 5.98716], [-2.87014, 3.81560, 5.52632], [-1.83016, 3.70269, 3.01211], [1.78816, 0.49356, -0.58532], [1.32102, -2.23966, 1.66310], [1.08099, -2.74311, -4.81250], [1.19002, -4.24461, -4.57970], [2.42513, -4.66602, -3.74575], [3.69639, -4.19180, -4.49168], [2.53562, -6.21124, -3.72045], [1.42517, -6.95544, -3.00643], [2.48511, -4.02130, -2.32738], [1.24600, -4.17246, -1.42765], [0.10179, -3.54781, -1.99958], [-1.12170, -4.09268, -1.51433], [1.88814, -2.36865, -5.44880], [0.14237, -2.52721, -5.33532], [1.07733, -2.16397, -3.88690], [1.27729, -4.75342, -5.54739], [0.29705, -4.63023, -4.09266], [3.65862, -4.57114, -5.51771], [4.57045, -4.58920, -3.96793], [3.73138, -3.09915, -4.48288], [3.49903, -6.45838, -3.25788], [2.57358, -6.53388, -4.76818], [1.61341, -7.00289, -1.93163], [1.40990, -7.99666, -3.34936], [0.42998, -6.54132, -3.18522], [2.67791, -2.95591, -2.49076], [3.36264, -4.45444, -1.83221], [1.45259, -3.66445, -0.47793], [1.04605, -5.21382, -1.18282], [-1.02574, -4.49354, -0.49969], [-1.45014, -4.88338, -2.19552], [-1.87670, -3.29930, -1.51146]],
  "atomic_forces_ev_per_a": [[0.7, -0.7, -0.9], [-1.1, 0.3, -1.5], [-0.3, 2.0, 2.0], [-3.4, -1.2, -1.3], [9.3, -2.7, -8.1], [-5.5, 2.3, 1.3], [-2.8, -0.6, 5.1], [1.1, 5.8, -0.8], [-4.6, -2.1, 1.7], [2.3, -3.8, 2.0], [-0.9, 3.9, 2.6], [-0.4, -4.7, -0.7], [3.5, 0.2, -2.9], [3.5, 0.0, 1.3], [-2.9, 3.7, 1.2], [-3.3, -3.7, -0.8], [1.6, -0.9, 2.6], [-4.6, 1.0, -2.2], [1.6, -4.2, -2.9], [2.4, 4.8, -0.3], [-2.7, -0.3, -0.5], [-1.0, 0.4, -2.6], [5.3, -0.3, 6.7], [-1.9, -0.1, -1.8], [0.9, 1.4, 0.4], [-1.9, 0.2, -1.8], [-3.7, 0.5, -1.9], [-0.9, -1.6, 1.7], [3.9, -3.5, -0.8], [-0.3, 2.7, 4.5], [1.8, 3.9, -3.4], [-3.1, -0.3, 0.6], [-2.1, 0.2, 6.0], [-1.2, 3.9, 1.3], [0.5, 1.4, -1.7], [2.2, 0.2, -5.7], [1.4, -4.0, -1.6], [0.0, -1.6, 0.7], [3.6, -1.3, 1.6], [-2.5, 0.6, 1.4], [0.7, 1.5, -2.0], [-1.2, -0.3, -1.9], [-0.2, -1.4, 0.9], [0.9, 0.7, 0.4], [1.4, 1.1, 1.9], [-1.4, -1.8, 0.8], [-0.8, -1.7, -1.6], [2.5, 0.4, -0.8], [0.8, 0.7, 0.5], [2.0, 0.2, 1.8], [0.9, -2.1, -0.5], [-0.3, 2.3, 0.5], [0.4, 2.4, -1.8], [1.0, -2.6, -1.2], [0.1, -2.2, 1.1], [0.0, -0.5, 1.0], [-1.1, 1.5, 0.4], [0.2, 0.1, 0.0], [0.2, 0.1, 0.0], [0.6, 0.0, -0.3], [-0.7, -0.1, 0.5], [-0.1, 0.3, -0.1], [-0.1, -0.2, 0.3], [-0.5, -0.1, -0.5], [-0.2, 0.3, -0.3], [0.5, -0.2, 0.2], [-0.2, 0.1, -0.1], [-0.1, -0.1, 0.0], [0.2, -0.2, 0.1], [-0.1, -0.2, -0.1], [0.2, 0.0, 0.3], [0.2, 0.1, 0.2], [0.0, 0.1, 0.3], [-0.2, 0.0, -0.1], [-0.1, -0.3, 0.0], [-0.2, 0.2, -0.2], [0.1, 0.3, 0.2], [-0.1, 0.0, -0.1], [0.1, 0.3, -0.1], [0.1, -0.1, 0.0], [0.0, -0.2, 0.0], [-0.2, 0.0, -0.1], [0.4, 0.0, -0.1], [0.0, 0.0, -0.1], [0.0, 0.1, -0.1], [-0.1, -0.1, 0.1], [0.2, -0.2, -0.1]]
}

=====

No. 2
{
  "formula": "C25H35N2Pt",
  "method": "ωB97M-V/def2-TZVPD",
  "homo_ev": [-10.0, -10.7],
  "e_lumo_ev": [-1.922, -4.498],
  "gap_ev": [8.05, 6.25],
  "total_charge": 1,
  "relative_energy_kj_mol": 59.7,
  "multiplicity": 5,
  "symbols": ["C", "C", "C", "C", "C", "Pt", "C", "C", "H", "C", "H", "H", "C", "H", "H", "H", "C", "H", "H", "H", "C", "H", "H", "H", "C", "H", "H", "H", "C", "H", "H", "H", "C", "H", "H", "H", "C", "H", "H", "H", "C", "C", "C", "C", "H", "C", "H", "C", "H", "H", "H", "C", "N", "C", "C", "N", "C", "H", "H", "H", "H", "H", "H"],
  "positions_angstrom": [[1.56212, -1.66779, 0.53264], [2.02428, -1.09506, -0.65960], [1.04999, -1.21768, -1.66682], [-0.14215, -1.82876, -1.10179], [0.21063, -2.17570, 0.32798], [-1.17247, -0.56321, 0.28950], [-3.90308, 1.48269, -1.28619], [-3.51982, 1.17473, -0.01315], [-3.30054, 1.98258, 0.67317], [-3.19734, -0.21103, 0.47906], [-3.74873, -0.99492, -0.07965], [-3.33860, -0.21764, 1.57254], [-3.72440, 2.97372, -1.67897], [-3.06615, 3.43490, -0.92172], [-3.32892, 3.06476, -2.70646], [-4.66693, 3.59054, -1.67702], [-3.29055, 0.63211, -2.41510], [-2.36521, 0.20358, -1.99303], [-3.89056, -0.28331, -2.64274], [-3.07788, 1.22032, -3.32744], [3.41710, -0.58970, -0.85359], [3.72543, 0.03013, 0.00044], [4.15075, -1.41244, -0.94830], [3.48098, 0.04065, -1.74638], [1.25772, -0.91603, -3.10011], [1.69308, 0.08239, -3.23891], [1.93694, -1.64466, -3.57421], [0.30583, -0.94273, -3.64161], [-1.15694, -2.59022, -1.87925], [-1.35499, -2.09180, -2.83585], [-0.83486, -3.61875, -2.08880], [-2.09884, -2.61792, -1.31666], [-0.33170, -3.38370, 1.00290], [-1.39754, -3.46935, 0.78845], [0.17342, -4.30430, 0.68196], [-0.20162, -3.29916, 2.08510], [2.37615, -1.91959, 1.73953], [1.73474, -2.14811, 2.59960], [3.07572, -2.76521, 1.61323], [2.99017, -1.04457, 2.00134], [2.28931, 2.51732, -1.44804], [0.95702, 2.44982, -1.95447], [3.46692, 2.94156, -1.92690], [1.07387, 2.73153, -3.34152], [-0.07054, 2.24905, -1.63320], [3.45587, 3.23644, -3.33553], [4.35730, 3.04913, -1.31421], [2.25276, 3.09416, -4.01520], [0.14609, 2.67224, -3.90533], [4.32100, 3.51961, -3.94652], [2.19494, 3.18752, -5.09038], [1.75496, 2.21426, 4.14064], [0.75010, 1.39122, 3.48903], [-0.30702, 0.78668, 4.16977], [-1.03039, 0.09536, 3.23638], [-0.41704, 0.28836, 1.99534], [0.66373, 1.07174, 2.17756], [1.27613, 3.08824, 4.60353], [2.24937, 1.63584, 4.93344], [2.50065, 2.54620, 3.40870], [-0.46818, 0.89367, 5.22270], [-1.92596, -0.49432, 3.32373], [1.35151, 1.42793, 1.40491]],
  "atomic_forces_ev_per_a": [[0.1, -0.3, -0.7], [0.1, -0.3, 0.0], [0.4, 0.1, 0.5], [1.2, -1.1, 2.0], [-0.1, 0.1, -2.4], [-0.3, 0.5, -1.0], [3.5, 1.6, -1.2], [0.2, -2.0, 0.4], [-0.5, 0.1, 0.3], [-2.1, 1.7, -0.2], [0.4, 0.3, 0.6], [-0.1, -0.5, -0.4], [-1.6, 0.5, 0.4], [-0.1, 0.0, -0.6], [0.0, 0.1, 0.7], [0.7, -0.7, 0.1], [-1.2, -1.6, 0.3], [0.0, 0.3, -0.5], [0.2, 0.7, -0.2], [-0.3, -0.6, 0.5], [0.2, 0.2, 0.0], [0.0, -0.2, -0.2], [-0.3, 0.3, 0.0], [0.1, -0.2, 0.2], [-0.2, 0.3, -0.4], [0.0, -0.2, 0.0], [-0.2, 0.2, 0.2], [0.2, 0.0, 0.0], [-0.5, 0.2, -0.4], [-0.1, -0.2, 0.2], [0.0, 0.1, 0.1], [0.1, -0.3, -0.3], [-0.2, -0.1, 0.5], [0.1, -0.2, 0.1], [0.0, 0.2, -0.1], [-0.1, -0.1, 0.0], [0.1, 0.2, 0.7], [0.2, 0.0, -0.1], [-0.3, 0.2, -0.1], [-0.1, -0.2, -0.1], [-3.1, -0.3, 2.1], [2.9, 0.7, -2.4], [0.4, 0.4, -2.0], [-0.9, 0.0, 0.4], [0.9, -0.2, 0.9], [-0.3, -0.3, 0.2], [-0.1, -0.1, -0.1], [-0.2, -0.5, 0.6], [0.1, 0.1, -0.2], [-0.1, -0.1, 0.7], [0.1, 0.3, 0.0], [0.3, 0.3, 0.3], [-0.6, -0.5, 0.1], [0.1, -0.1, -1.2], [1.2, 0.8, -0.5], [1.1, 1.0, 1.4], [-1.2, -0.5, 0.7], [0.2, -0.2, -0.2], [-0.1, 0.1, -0.3], [-0.3, -0.1, 0.2], [0.1, 0.1, 0.2], [0.1, 0.0, 0.1], [-0.3, -0.2, 0.3]]
}

=====

No. 3
{
  "formula": "C25H35N3Zn",
  "method": "ωB97M-V/def2-TZVPD",
  "homo_ev": [-7.8, -7.3],
  "e_lumo_ev": [-0.178, -1.023],
  "gap_ev": [7.58, 6.25],
  "total_charge": 0,
  "multiplicity": 1,
  "symbols": ["C", "C", "H", "H", "H", "H", "H", "H", "C", "C", "C", "C", "H", "H", "H", "H", "N", "C", "C", "N", "C", "C", "C", "H", "H", "C", "H", "H", "Zn", "C", "H", "H", "H", "C", "C", "C", "C", "C", "C", "C", "C", "N", "C", "C", "C", "C", "H", "H", "H", "H", "H", "H", "H", "H", "H", "H", "H", "H", "H", "H", "H", "H", "H", "H"],
  "positions_angstrom": [[-2.50928, -0.59880, -1.25267], [-1.96987, 1.71830, -4.33099], [-2.50217, -1.60839, -1.69163], [-3.51418, -0.37169, -0.87258], [-1.80868, -0.59370, -0.41411], [-1.34794, 1.13598, -5.02705], [-2.98524, 1.78558, -4.75545], [-1.53597, 2.71943, -4.25591], [0.37585, -2.25462, -1.19168], [1.29339, -3.29502, -1.42119], [2.32841, -3.05792, -2.33415], [2.40911, -1.80518, -2.94488], [-0.40595, -2.36177, -0.43897], [1.16589, -4.23277, -0.89102], [3.06812, -3.82254, -2.55856], [3.18833, -1.55836, -3.66089], [0.42407, -1.08520, -1.81664], [1.46096, -0.80882, -2.62907], [1.64262, 0.60966, -3.04199], [0.65299, 1.47649, -2.75076], [0.86720, 2.78791, -2.87914], [3.07136, 2.43977, -3.76488], [2.07088, 3.32515, -3.36377], [0.03653, 3.44085, -2.60247], [2.16811, 4.40401, -3.42620], [2.85457, 1.06995, -3.60514], [3.60998, 0.33991, -3.88153], [4.00460, 2.80305, -4.18999], [-2.08027, 0.73107, -2.64999], [-1.95650, 1.85727, -0.86917], [-2.51757, 2.78777, -1.05339], [-0.87827, 2.07611, -0.88603], [-2.20753, 1.43688, 0.11149], [1.15229, 1.07687, 5.36160], [1.03914, 0.82672, 3.88000], [1.80439, 1.56566, 2.97358], [1.67125, 1.36350, 1.58988], [2.52305, 2.15087, 0.62913], [0.73806, 0.44528, 1.13133], [-0.08121, -0.35468, 2.00719], [0.14847, -0.13036, 3.41056], [-0.97101, -1.19805, 1.47466], [-1.96876, -1.95439, 2.26107], [-1.28720, -3.01057, 3.12070], [-2.84667, -1.04659, 3.12166], [-2.89156, -2.68612, 1.28677], [2.16815, 1.38893, 5.63053], [0.46201, 1.86822, 5.68890], [0.90126, 0.17205, 5.92724], [2.51947, 2.30555, 3.34345], [2.07388, 3.12902, 0.39226], [3.51231, 2.34178, 1.06939], [2.65637, 1.61129, -0.31751], [0.58591, 0.31247, 0.05654], [-0.40920, -0.70983, 4.14676], [-0.66799, -2.56902, 3.90191], [-2.03888, -3.64976, 3.59479], [-0.64177, -3.63426, 2.49505], [-3.33400, -0.28052, 2.50536], [-3.62723, -1.64593, 3.60672], [-2.28373, -0.53235, 3.90405], [-3.53703, -1.99156, 0.73468], [-2.32218, -3.27384, 0.55694], [-3.52116, -3.38074, 1.85521]],
  "atomic_forces_ev_per_a": [[-0.5, -0.7, 0.4], [-0.4, -0.4, -0.5], [-0.1, 0.2, -0.2], [0.1, -0.1, -0.1], [-0.2, 0.0, -0.4], [-0.2, 0.2, 0.0], [0.4, 0.2, -0.1], [-0.2, -0.1, 0.1], [0.3, -0.7, -0.4], [0.0, 0.8, -0.3], [-0.5, 0.2, 0.1], [-0.4, 0.4, 0.1], [0.1, 0.0, -0.3], [0.2, 0.1, -0.1], [-0.2, 0.1, 0.0], [0.0, -0.3, 0.2], [0.8, 0.5, 0.0], [0.0, -1.3, 0.3], [0.2, 1.2, -0.3], [0.6, -0.2, 0.3], [0.6, -0.3, -0.4], [-0.4, -0.2, 0.1], [-0.5, -0.4, 0.2], [0.2, -0.2, -0.1], [0.2, -0.2, -0.1], [-0.5, -0.1, 0.3], [0.0, 0.4, 0.0], [-0.2, -0.1, 0.1], [0.5, 0.2, 0.0], [0.5, 1.6, 1.5], [-0.1, -0.4, -0.2], [-0.3, -0.3, -0.2], [-0.1, 0.0, -0.5], [0.1, 0.0, 0.2], [-0.3, -0.3, -0.1], [0.0, 0.0, -0.2], [-0.3, -0.2, 0.2], [0.1, 0.2, -0.2], [-0.2, -0.3, -0.3], [0.3, 0.5, 0.8], [-0.1, 0.1, 0.1], [0.0, 0.0, 0.1], [0.2, 0.3, -0.1], [0.3, -0.2, 0.2], [-0.2, 0.3, 0.2], [-0.1, -0.1, -0.3], [-0.2, -0.1, 0.0], [0.2, -0.2, -0.1], [0.1, 0.2, -0.1], [-0.2, -0.2, -0.1], [0.1, -0.3, 0.1], [-0.2, 0.0, -0.2], [0.0, 0.1, 0.2], [0.1, 0.0, 0.3], [0.3, 0.3, -0.3], [0.0, -0.2, 0.0], [0.1, 0.1, -0.1], [-0.1, 0.0, 0.1], [0.1, -0.2, 0.1], [0.1, 0.1, -0.1], [-0.2, -0.1, -0.1], [0.2, -0.2, 0.2], [0.0, 0.1, 0.1], [0.0, 0.1, -0.1]]
}

=====

| no. | strongest force on any atom (hartree/bohr) |
| --- | --- |
| 1 | 0.2453 |
| 2 | 0.0778 |
| 3 | 0.0427 |